1.
C27H72O27S9 | ωB97M-V with the def2-TZVPD basis set

XYZ file:
```
135
Properties=species:S:1:pos:R:3:forces:R:3
O -2.717772 -0.945792 -4.557092 1.1360 -1.4410 -0.3739
S -3.712863 0.018153 -4.340310 -0.2771 2.0603 -0.7087
O -4.808391 -0.226023 -3.469865 -0.6972 -0.3831 0.4666
O -2.955929 1.313024 -3.873481 -0.3162 0.3395 0.2818
C -3.630417 2.251408 -2.932943 1.4076 0.2698 -0.8659
C -2.934645 3.599401 -3.221871 -0.2016 -0.9809 1.0887
C -4.326710 0.665962 -5.878799 0.1470 -0.1405 -0.4797
H -3.358224 1.784795 -1.992612 -0.4960 0.6476 0.5098
H -4.695083 2.305123 -3.142277 -0.0482 -0.2872 0.1877
H -1.861203 3.425549 -3.127888 -0.0006 0.1481 -0.4140
H -3.172298 4.323877 -2.445518 -0.2803 0.0470 0.0237
H -3.249046 3.984797 -4.185431 0.2265 0.0188 -0.1576
H -3.572076 1.256068 -6.407794 0.1063 0.0277 0.5982
H -5.174748 1.297422 -5.600960 -0.0220 -0.2578 -0.3775
H -4.539493 -0.133464 -6.589790 -0.5830 -0.1157 0.4079
O -3.697080 -2.972190 2.174345 -0.0085 -0.0602 -0.2845
S -4.929766 -3.707146 2.203950 0.1608 0.4704 -0.5018
O -5.462903 -4.095375 3.459595 -0.3930 -0.0096 0.2715
O -6.050621 -2.833243 1.468521 -0.1676 -0.3488 -1.0653
C -5.827322 -2.595152 -0.006859 1.3597 -0.3924 1.3447
C -6.752876 -1.587345 -0.555872 -0.9901 0.3239 -0.5735
C -4.799383 -5.129682 1.190492 -0.1869 -1.5359 -0.4108
H -5.853646 -3.543036 -0.542890 -0.4271 -0.0605 0.1810
H -4.794086 -2.261885 -0.050282 0.0939 0.2149 -0.2145
H -7.790660 -1.917739 -0.520109 -0.0715 0.0447 0.3600
H -6.565554 -1.471002 -1.624156 0.3535 -0.0454 -0.0402
H -6.657631 -0.596385 -0.123209 0.0320 -0.0263 0.2932
H -4.373246 -4.999268 0.195402 0.2113 0.4533 0.3278
H -5.770112 -5.621569 1.054603 -0.0858 0.4917 0.2500
H -4.191203 -5.875683 1.715532 0.1242 0.5033 0.0258
O -2.302296 1.219256 3.383486 0.5823 0.3325 -0.2886
S -2.807136 0.378644 4.420623 -0.1975 -1.1546 -0.1079
O -3.024646 0.873161 5.733780 0.1962 0.2844 0.4545
O -4.169107 -0.223877 3.927345 -0.2088 -0.3526 0.6640
C -4.792520 0.136518 2.648962 1.0595 0.0041 1.3278
C -6.216210 0.433735 3.011282 0.0056 -0.0681 -0.1028
C -1.873522 -1.144750 4.502795 0.0957 0.2931 0.0045
H -4.623225 -0.779588 2.097188 -0.1821 0.3450 -0.8178
H -4.201655 1.004981 2.359230 -0.3830 -0.1061 -0.8543
H -6.699379 1.013632 2.226327 -0.1979 -0.0715 0.0377
H -6.187002 0.993504 3.942576 -0.2038 0.2792 -0.0825
H -6.741285 -0.496665 3.213683 -0.2182 0.0061 -0.1538
H -2.281831 -1.770864 5.298338 -0.1483 0.1149 -0.2243
H -0.822841 -0.944844 4.720972 -0.1108 0.2723 -0.0668
H -1.987925 -1.610791 3.525627 0.0287 -0.1717 0.0816
O -1.656813 5.089208 1.961399 -0.4131 -0.3179 0.3778
S -0.493940 5.675690 1.412757 1.4258 -1.0707 -0.2659
O -0.100269 6.992833 1.794375 -0.0903 0.6063 -0.3662
O 0.762186 4.715665 1.780222 -0.1153 0.4082 -0.0462
C 2.120390 5.252495 1.462876 -1.2312 -0.9093 0.4405
C 3.166072 4.404375 2.206034 -0.1340 2.8683 -0.2893
C -0.569117 5.445764 -0.368858 0.4094 1.0662 -0.1295
H 2.091565 6.303607 1.750996 0.3404 -0.1419 0.0043
H 2.196491 5.139337 0.380559 0.3931 0.1444 -0.0294
H 3.056022 4.529891 3.285469 -0.4817 -0.9384 -0.0978
H 4.065165 5.025843 2.063197 0.2670 -0.6168 -0.3884
H 3.265617 3.439721 1.750962 0.0833 -0.5545 0.3182
H -0.471412 6.433152 -0.840391 -0.2490 -0.1802 0.1990
H -1.529312 4.993568 -0.593374 0.1447 -0.1627 -0.0118
H 0.282178 4.859899 -0.724243 -0.3380 -0.2359 0.2245
O 3.303135 0.258023 -1.327041 -0.1950 -1.2476 -0.0533
S 3.991351 1.479965 -1.462889 1.3132 -0.4031 -1.7902
O 3.623933 2.559453 -0.650292 -0.1326 1.8961 1.5034
O 5.576874 1.143570 -1.243081 -0.3217 1.4110 0.5426
C 6.395959 2.296200 -0.765502 0.6618 -0.2204 -0.6449
C 7.872496 1.980994 -0.889031 0.9294 -1.2439 0.5615
C 3.943004 2.039526 -3.188572 0.1120 -0.5445 0.0650
H 6.212031 2.582312 0.278190 -0.5749 -0.5037 -0.3268
H 6.242405 3.175523 -1.383878 -0.6556 0.0483 -0.0993
H 8.383995 2.076123 -1.847884 -0.6229 0.4393 -0.2402
H 8.124232 0.941674 -0.617386 -0.4418 0.2330 0.2246
H 8.414167 2.594252 -0.161490 -0.0677 0.0802 -0.1928
H 3.705091 3.107012 -3.233834 0.1685 -0.3348 0.1123
H 3.189966 1.446801 -3.706815 -0.2781 0.1301 0.2832
H 4.877581 1.776136 -3.687775 0.0930 0.3132 0.2663
O 0.224977 -6.620452 1.837610 1.3826 -1.7304 1.2798
S -0.377845 -5.553817 1.167303 -0.0736 3.1656 -1.6406
O -1.786499 -5.561947 0.968482 -0.5133 0.2255 0.3017
O -0.011787 -4.141195 1.900311 0.1064 -0.3280 -0.2946
C 1.361101 -3.899498 2.438697 -1.0111 -1.3002 -0.0702
C 1.767296 -2.473909 2.258622 0.1545 0.0119 -0.2436
C 0.376961 -5.283327 -0.459822 -1.3252 -0.0685 0.8786
H 2.043673 -4.580123 1.933512 0.0928 -0.0652 -0.0002
H 1.271202 -4.206841 3.477602 0.2612 0.0914 0.1121
H 2.740880 -2.293278 2.719540 -0.0204 -0.1748 0.0828
H 1.058209 -1.806096 2.731131 -0.2034 0.2923 -0.1205
H 1.905375 -2.264465 1.197308 -0.2508 0.2771 -0.0247
H 1.099161 -4.481384 -0.359421 0.6125 -0.4995 -0.2409
H -0.425811 -4.892024 -1.091766 0.1421 -0.1390 0.1172
H 0.640608 -6.292674 -0.770195 0.6464 0.3624 -0.2716
O 0.713821 -2.774210 -4.666095 -0.8752 -1.1306 -1.8480
S 1.209329 -2.093344 -3.545385 1.3640 2.8462 -0.0765
O 1.078970 -2.682542 -2.268958 0.0199 -0.1755 1.2699
O 2.791769 -1.831612 -3.776846 -0.2332 -0.0133 -0.7612
C 3.221705 -1.554008 -5.172137 0.2180 0.1999 0.9037
C 3.749352 -2.782976 -5.863845 -0.1060 -0.7585 -0.2302
C 0.585428 -0.362572 -3.623494 0.7185 -1.8610 0.3247
H 3.992379 -0.785441 -5.092473 0.1922 -0.1849 0.3739
H 2.434460 -1.046234 -5.731103 -0.2961 -0.4698 0.0067
H 2.946982 -3.485453 -6.102962 -0.0456 0.2563 -0.1380
H 4.477542 -3.385090 -5.315810 -0.0569 0.4709 0.5204
H 4.281454 -2.506358 -6.771958 -0.2324 0.1694 -0.2499
H 0.960670 -0.018236 -4.587723 -0.5270 0.0826 -0.0329
H 1.045600 0.203456 -2.813771 -0.3519 -0.1226 0.0168
H -0.496779 -0.526528 -3.552195 0.2640 0.6827 -0.1759
O 3.632673 2.068850 4.725617 0.2923 0.9155 0.5182
S 2.886729 0.914529 4.378335 3.4476 -1.1848 -0.5523
O 1.503472 0.886673 4.429279 -3.1390 -0.0650 -0.1861
O 3.334869 0.494903 2.906989 0.0724 -0.0777 -0.7372
C 4.712944 0.855781 2.422084 -1.2956 0.8718 1.7318
C 5.360456 -0.298344 1.784786 0.0177 -0.4155 -0.5830
C 3.510076 -0.465034 5.326252 -0.5812 0.4547 -0.3147
H 5.156221 1.177566 3.370017 0.6814 0.2043 -0.6460
H 4.618733 1.694474 1.734677 -0.2652 0.0625 0.1517
H 4.730076 -0.683871 0.980707 -0.0608 -0.2605 0.1957
H 5.597684 -1.044371 2.535754 0.1481 -0.3507 -0.2145
H 6.251357 0.060311 1.267401 0.2451 -0.1355 0.2527
H 3.133944 -0.278786 6.333528 0.2712 -0.2550 0.0139
H 4.587957 -0.463124 5.256112 0.2524 0.0431 0.2094
H 3.109010 -1.383873 4.900400 -0.1007 0.0801 0.1456
O 0.722101 2.280199 -1.327238 1.1566 0.7348 -1.2869
S -0.117538 1.695155 -0.357205 0.1387 -1.8441 1.2155
O -1.362341 2.314322 -0.090827 -0.9580 0.6934 0.6029
O -0.414854 0.238979 -0.888930 0.0573 -0.1745 0.4370
C -1.192871 -0.687130 -0.005892 0.9360 1.0135 -0.9624
C -2.191745 -1.335889 -0.936404 -0.4771 -0.1160 1.8496
C 0.827037 1.355243 1.132431 -0.6247 0.6671 0.5799
H -1.585287 -0.079629 0.811093 -0.4891 -0.2166 -0.0936
H -0.432243 -1.350840 0.400841 -0.2015 -0.3358 -0.0664
H -2.962530 -0.618046 -1.224663 0.1763 -0.0330 -0.2451
H -2.685121 -2.087770 -0.295478 0.0810 -0.0906 -0.5331
H -1.699953 -1.794708 -1.780014 0.0163 -0.1266 -0.2278
H 1.269760 2.299174 1.473853 0.1202 -0.2121 -0.4574
H 1.558030 0.565590 0.976025 0.0422 0.2043 -0.3218
H 0.175636 1.097524 1.977017 -0.2355 -0.1647 -0.4172
```
Positions in Å, forces in eV/Å.

Computed properties:
SMILES string ... CCOS(C)(=O)=O.CCOS(C)(=O)=O.CCOS(C)(=O)=O.CCOS(C)(=O)=O.CCOS(C)(=O)=O.CCOS(C)(=O)=O.CCOS(C)(=O)=O.CCOS(C)(=O)=O.CCOS(C)(=O)=O
E_tot ... -181961.35368 eV
Energy above the lowest of the compared OMol25 structures with the same formula, charge and spin ... 37.8 kcal/mol
Molar mass ... 1117.45 g/mol
Frontier orbital gap ... 10.2 eV

2.
C27H72O9 | ωB97M-V with the def2-TZVPD basis set

XYZ file:
```
108
Properties=species:S:1:pos:R:3:forces:R:3
C 3.543362 -3.214554 -0.831124 -0.0395 0.3904 0.5013
C 4.051522 -4.555376 -0.321775 0.5670 0.2356 0.2374
C 3.359020 -5.007557 0.938645 -1.3634 0.1991 0.3387
O 3.965820 -5.555667 -1.325674 -0.0055 0.0391 0.0154
H 4.304884 -2.726243 -1.437534 -0.2567 -0.1665 -0.4818
H 3.356787 -2.507904 -0.015923 0.0624 -0.2160 0.1262
H 2.585915 -3.337068 -1.342711 0.1698 0.0254 -0.2859
H 5.117729 -4.437445 -0.100958 -0.0158 -0.1524 -0.1029
H 3.302369 -4.239848 1.717277 0.5336 -0.0042 -0.0513
H 3.759769 -5.928739 1.352251 0.1360 -0.0248 -0.0579
H 2.287666 -5.168705 0.723667 0.2266 -0.2459 -0.1420
H 3.028234 -5.611232 -1.555020 -0.0240 -0.0173 -0.1401
C -1.862871 4.208962 2.627808 -0.3842 0.4177 -0.3285
C -0.677313 3.456495 3.227814 -0.4056 0.4802 -0.1501
C -0.520743 3.744814 4.706617 0.3054 -0.1874 0.1473
O -0.857411 2.057391 3.105968 0.0241 -0.0395 -0.0617
H -1.802638 4.264670 1.533493 -0.0250 -0.2774 0.0553
H -1.923218 5.256510 2.939159 0.2556 -0.0836 0.1569
H -2.822352 3.758126 2.895180 0.1312 -0.1677 0.0722
H 0.208372 3.779099 2.664985 0.1442 -0.0793 0.1951
H 0.468062 3.438444 5.055969 -0.0869 -0.0227 -0.0199
H -1.260882 3.160589 5.256043 -0.0686 0.0773 0.0187
H -0.647898 4.798947 4.946187 -0.0145 0.0497 -0.0873
H -0.946547 1.832790 2.170695 0.1840 -0.3026 -0.0749
C -0.819710 5.743960 -1.370424 -0.0117 0.0861 -0.6743
C 0.359579 4.799349 -1.574108 -0.6361 -0.2855 0.4126
C 1.605488 5.485327 -2.053496 0.4101 0.1477 -0.3300
O 0.648078 4.148728 -0.332144 0.2269 0.0898 -0.0496
H -1.661614 5.215596 -0.920403 0.0640 0.0396 0.1940
H -1.189622 6.132634 -2.326275 0.1421 -0.0123 0.0120
H -0.516301 6.599835 -0.768087 -0.0932 -0.0911 0.2046
H 0.089088 4.022953 -2.304876 -0.0213 0.0781 -0.0534
H 1.835339 6.393085 -1.492850 -0.0317 -0.1204 0.1845
H 1.511627 5.774851 -3.102416 -0.1236 -0.0175 0.0140
H 2.452184 4.799473 -1.995093 -0.0503 0.0951 0.1404
H -0.160402 3.715838 -0.033564 0.0673 -0.0661 -0.0413
C 0.040571 -0.519910 -1.529602 -0.5686 0.4328 -0.8165
C -0.241691 -0.519571 -0.040034 -0.5133 -1.0782 0.0302
C 0.946268 -0.996349 0.762335 0.2606 0.4578 -0.2839
O -0.658229 0.743076 0.425347 0.0312 0.4313 0.1200
H -0.895966 -0.449091 -2.104306 -0.0144 0.0917 0.2238
H 0.492566 -1.437619 -1.903227 0.3234 0.0093 0.2773
H 0.625647 0.350673 -1.838920 0.2697 -0.1540 0.1764
H -1.063168 -1.244764 0.098940 0.1571 0.1801 0.2033
H 1.809086 -0.414867 0.420126 0.1626 -0.1877 0.1973
H 1.112547 -2.054192 0.564394 0.1140 -0.0174 0.0232
H 0.831662 -0.840865 1.833016 -0.1942 0.0007 -0.0046
H -1.211013 1.168714 -0.248559 -0.0494 0.0580 -0.0808
C -4.132363 1.867482 -0.111897 -0.7593 -0.5726 -0.0668
C -3.582137 2.068546 -1.504328 0.9698 -0.1726 -0.0661
C -4.206277 3.222151 -2.242313 -0.9455 -0.0680 -0.0134
O -2.149327 2.264174 -1.385051 -0.0234 0.1252 0.1715
H -5.208064 2.055005 -0.171535 0.0651 0.1815 0.2646
H -3.681644 2.492284 0.655249 0.0681 0.2261 -0.1606
H -4.064372 0.826523 0.211643 0.3414 0.0543 0.0024
H -3.688537 1.147493 -2.087660 -0.3863 0.0168 0.0314
H -4.027415 4.175203 -1.746127 0.3252 0.0355 -0.1190
H -5.294824 3.092191 -2.224597 0.0825 -0.0467 -0.0695
H -3.934413 3.230978 -3.297791 0.2868 0.2489 0.0594
H -1.771902 2.349366 -2.266900 0.0143 0.0238 -0.0266
C -1.079736 -6.443128 -2.818152 -0.9302 0.0436 0.1991
C -0.208469 -5.209111 -2.671471 0.3508 0.2040 0.0781
C -0.585426 -4.370839 -1.477287 -0.3049 0.5292 0.3781
O 1.191300 -5.530231 -2.561785 -0.2600 -0.1538 0.1821
H -1.543869 -6.722992 -1.866798 0.5270 -0.2190 0.1169
H -0.551715 -7.295583 -3.241942 0.0015 -0.0215 -0.0309
H -1.965467 -6.244071 -3.431152 0.3125 0.0864 -0.2808
H -0.327184 -4.545140 -3.536403 0.0593 -0.2450 -0.1736
H -1.582772 -3.949869 -1.638655 0.0525 0.0454 -0.0250
H 0.108549 -3.537784 -1.361922 -0.0055 0.0181 -0.0719
H -0.626011 -4.880874 -0.511826 0.1756 -0.3788 -0.2086
H 1.352010 -6.349195 -3.038921 0.0406 0.0170 -0.1097
C 1.124581 -0.346067 4.751071 -1.4241 0.2029 0.6376
C 1.941478 -0.168450 6.009814 0.1203 -0.8516 0.7232
C 2.068268 1.266084 6.463766 0.1047 0.5499 -0.1400
O 1.384539 -0.961154 7.088457 -0.0450 0.1958 -0.2646
H 0.771767 -1.371845 4.619948 0.9220 -0.2404 -0.3449
H 1.564658 0.126094 3.878861 0.0309 -0.2070 -0.1614
H 0.136809 0.120086 4.921725 0.3935 0.4913 -0.1487
H 2.930384 -0.628625 5.936730 0.0561 0.2155 -0.3707
H 2.610799 1.905347 5.759735 0.0300 -0.2388 -0.1279
H 2.603884 1.312821 7.411033 -0.0980 -0.0236 0.0643
H 1.083303 1.731647 6.571449 -0.0013 -0.1644 0.1524
H 0.467228 -0.697138 7.212092 -0.0703 0.0578 0.0022
C -3.428475 -2.363510 0.498072 0.1701 0.1170 -0.1960
C -4.766176 -3.039165 0.235736 0.3822 -0.1284 0.3813
C -4.640230 -4.182163 -0.754740 0.3500 -0.1975 -0.0261
O -5.281196 -3.541035 1.484046 -0.1621 0.3069 -0.4496
H -2.722456 -3.093434 0.903581 0.0164 0.0219 -0.0222
H -3.503435 -1.542145 1.210801 -0.1644 -0.0842 0.0871
H -2.992115 -1.943453 -0.414984 -0.1278 -0.1352 -0.0447
H -5.479043 -2.301182 -0.136296 -0.1450 -0.0445 0.1276
H -5.593717 -4.698559 -0.853916 0.0084 -0.0318 -0.1250
H -3.880732 -4.892507 -0.400870 -0.1813 -0.0347 0.1556
H -4.270735 -3.881368 -1.737351 -0.2594 0.2494 -0.0057
H -4.971653 -4.445870 1.576976 0.0391 -0.0573 0.0891
C 3.669754 1.426740 -2.753543 -0.7070 0.2139 0.3487
C 3.732550 2.582458 -3.740723 0.5110 -0.4529 0.2981
C 5.104255 2.716172 -4.390939 -0.3201 -0.1410 -0.7235
O 2.710373 2.442545 -4.718080 -0.3111 0.2141 -0.1928
H 3.978629 0.481691 -3.203189 0.1205 0.0134 -0.0333
H 2.626939 1.332358 -2.433166 0.0690 -0.1215 -0.0052
H 4.228732 1.607106 -1.834759 0.2876 0.0009 -0.1806
H 3.517959 3.505002 -3.199380 -0.1574 0.0080 -0.1765
H 5.782503 3.303925 -3.778497 0.1574 -0.0690 -0.0004
H 4.966614 3.184748 -5.370021 0.1131 0.3389 0.2385
H 5.535316 1.740258 -4.631311 0.0804 -0.0315 0.3175
H 2.589056 1.516670 -4.951283 0.1820 -0.0151 0.0964
```
Positions in Å, forces in eV/Å.

Computed properties:
SMILES string ... CC(C)O.CC(C)O.CC(C)O.CC(C)O.CC(C)O.CC(C)O.CC(C)O.CC(C)O.CC(C)O
E_tot ... -47593.63718 eV
Energy above the lowest of the compared OMol25 structures with the same formula, charge and spin ... 34.0 kcal/mol
Molar mass ... 540.86 g/mol
Frontier orbital gap ... 10.0 eV

| no. | E_LUMO (eV) |
| --- | --- |
| 1 | 0.0 |
| 2 | 0.2 |